No. 1
Computed, not measured: a 3-piece molecular cluster, C33H75BrO11P3 overall in a non-equilibrium geometry, with ωB97M-V with the def2-TZVPD basis set.

```
123
Properties=species:S:1:pos:R:3:forces:R:3:lowdin_charge:R:1
H -3.390935 6.723382 -1.579775 -0.29 0.03 0.12 0.115
H -3.459228 3.664406 2.659835 0.01 0.06 0.09 0.096
H 8.483234 -0.554115 -2.589292 -0.10 0.04 -0.05 0.065
C -1.800849 1.104722 -5.589031 0.07 0.13 -0.25 -0.111
H -4.250973 -1.389605 3.282554 0.21 -0.21 -0.06 0.097
C -4.527490 3.859258 2.549506 -0.71 0.07 -0.64 -0.196
H 8.899700 1.066034 -1.916814 -0.02 -0.07 -0.29 0.059
O 5.510850 -3.059223 -0.352843 0.38 0.26 0.90 -0.297
H 7.530898 -3.379405 5.418124 0.14 0.06 0.20 0.067
H -1.802076 -0.227746 2.426088 0.17 -0.09 -0.03 0.088
H -1.531953 7.167612 -2.911984 0.20 -0.09 -0.14 0.103
H -4.959670 6.020133 2.532066 0.20 -0.03 0.09 0.106
H -1.817684 -3.217399 2.246929 0.06 -0.04 0.06 0.091
H -2.215513 -1.280142 1.081616 -0.12 0.22 -0.05 0.108
C 1.817561 -3.145410 3.852263 -0.07 -0.09 -1.06 -0.217
C 5.270701 -2.547199 2.052667 -1.61 -0.70 -0.89 -0.521
H -2.572903 9.462479 -3.182900 -0.04 0.24 0.13 0.061
H 7.828820 -1.153587 0.675959 -0.01 0.24 -0.34 -0.010
H -2.562799 5.475472 1.560353 0.03 -0.21 -0.08 0.112
H -4.968343 0.761063 3.415108 0.05 0.39 0.04 0.103
H 9.081766 -0.346624 -0.927606 -0.02 -0.25 -0.13 0.042
O 6.240130 -0.820102 -1.041535 -0.02 0.19 0.54 -0.347
C 0.692475 -2.868700 2.832589 -0.07 0.32 0.96 -0.211
C -1.515325 9.673556 -3.342153 0.57 -0.48 0.10 -0.120
H 5.556620 -4.564058 1.164685 0.44 0.12 -0.34 0.104
Br 8.996017 -2.790402 2.925322 0.01 0.30 -0.02 0.670
H -1.314006 10.741108 -3.421778 -0.26 0.04 -0.12 0.065
H -3.258159 7.725395 1.350788 0.12 0.08 -0.11 0.114
H 2.187679 -0.602296 -4.256899 0.05 0.00 0.05 0.085
C -3.862632 -0.785713 2.460800 0.62 0.44 -0.05 -0.202
H -2.688442 0.478307 -5.498339 0.04 -0.06 0.01 0.086
C 3.815474 -2.321168 2.531726 0.07 0.29 -0.28 -0.145
H -6.026133 -8.024613 -0.728124 0.05 0.08 0.09 0.088
C 7.485257 -2.307299 5.205360 0.09 -0.53 -0.42 -0.194
C -1.836920 -2.352181 2.909440 0.33 1.34 0.10 -0.181
H 7.023955 0.912678 -0.260471 0.36 -0.02 0.02 0.102
P -0.547624 -1.145142 -4.982367 -6.58 3.37 2.88 0.583
H -1.027637 7.685200 0.054815 0.17 -0.04 -0.05 0.112
C -1.474068 7.126285 -0.771598 -0.35 -0.04 -0.86 -0.223
H -1.264472 6.063380 -0.629102 -0.15 0.01 0.30 0.106
H -3.163209 2.003007 1.336466 0.00 -0.08 -0.21 0.107
H -6.076922 2.372947 2.170869 -0.11 -0.10 -0.26 0.104
H -5.341966 3.081534 0.690104 -0.32 0.12 0.10 0.097
H 7.299496 -3.119702 0.865564 -0.11 0.39 0.53 -0.036
H 1.319239 0.748121 -3.482294 -0.09 -0.03 -0.10 0.081
C -4.714313 5.212748 1.834767 0.51 -0.02 0.24 -0.226
C -3.485648 5.601207 0.993477 -0.78 0.71 0.13 -0.215
H -5.050203 -8.681775 -2.059028 0.05 0.09 -0.05 0.083
H 6.621388 -1.917610 5.748000 0.06 0.24 -0.06 0.072
C -0.435276 -2.045491 3.493793 0.12 -1.37 -0.12 -0.203
O -4.470342 -4.338249 -1.712919 0.25 -0.10 0.01 -0.249
C 8.456140 0.084407 -1.709090 0.23 0.49 0.77 -0.132
H 5.444577 -3.009835 4.167567 -0.06 0.06 -0.05 0.091
O -5.239221 -5.544010 0.437982 0.62 -0.85 0.07 -0.251
O -4.819707 -6.671561 -1.731510 2.41 -0.52 0.60 -0.233
H 3.723495 -4.120464 3.814605 0.24 0.13 -0.12 0.103
H -4.281286 -8.292288 -0.512082 -0.03 -0.03 0.04 0.084
H 3.246727 -2.005601 1.652807 0.12 0.17 -0.01 0.115
C -0.639194 9.047906 -2.248830 -0.36 -0.46 -0.34 -0.261
C -1.813216 -4.660601 -0.952939 0.18 0.25 -0.04 -0.077
H 3.770478 -1.480024 3.236855 0.12 -0.12 0.14 0.122
H 2.798012 -4.250119 2.336106 0.25 0.01 -0.11 0.104
H -1.109988 -2.303565 -8.278953 0.06 0.08 0.03 0.082
H 0.407401 9.230951 -2.496812 0.00 0.19 0.13 0.098
H -0.180515 -0.986008 3.470191 -0.13 0.03 -0.08 0.103
C -4.138514 1.560467 1.551665 -0.71 0.25 0.66 -0.213
H 0.102156 6.997564 -2.207230 -0.03 0.00 -0.31 0.102
H -4.947463 3.878993 3.556302 -0.06 0.00 -0.03 0.103
C 3.110477 -3.548479 3.113124 -0.49 0.20 0.84 -0.208
H 1.100113 -2.342561 1.968394 -0.09 -0.11 -0.12 0.107
C 7.297217 -2.168454 3.681491 -0.53 -0.47 1.33 -0.703
H -5.828400 -3.013416 -2.442791 0.08 0.00 0.03 0.089
C 7.036314 0.325380 -1.190286 -0.54 -0.15 -0.51 -0.387
C -0.853519 7.518053 -2.130540 0.15 0.40 1.01 -0.213
H 7.108974 -1.119368 3.473365 0.36 -0.06 -0.70 0.097
O -0.665953 0.478907 -5.003282 0.44 0.08 0.04 -0.270
H -0.542371 -3.186334 -6.852937 -0.06 -0.06 -0.01 0.082
H -1.628869 -5.530943 -1.581443 0.10 0.05 -0.04 0.085
C -2.991881 7.372673 -0.794251 0.90 -0.08 0.47 -0.221
H -4.703811 7.284873 0.466102 0.01 0.04 0.10 0.104
P -4.266012 -5.552957 -0.675971 -3.80 3.97 0.70 0.460
H -2.501748 -2.596818 3.739321 -0.12 0.02 -0.09 0.096
H -1.610138 1.328939 -6.638405 -0.07 -0.03 -0.03 0.081
C -5.054127 -7.991726 -1.217255 -0.17 -0.19 -0.05 -0.106
H 6.396148 -4.079182 3.179786 0.11 0.04 -0.08 0.109
H -0.925792 -4.449875 -0.361184 -0.11 -0.13 0.18 0.085
H -3.480230 4.960366 0.106852 0.31 -0.07 0.04 0.116
C -5.761358 -4.082535 -2.251521 -0.07 -0.06 -0.22 -0.103
H 1.486716 -3.966020 4.494994 -0.01 0.15 0.18 0.106
H 1.965987 -0.579450 -2.503315 -0.05 -0.14 -0.02 0.094
O -2.919068 -4.917672 -0.047505 0.60 -2.32 -1.32 -0.217
H -4.455591 -1.008531 1.572201 -0.28 -0.01 0.18 0.099
O 5.750349 -1.419721 1.397331 0.17 -0.18 0.67 -0.252
H -1.968248 2.038587 -5.054365 0.08 -0.03 0.07 0.088
H -2.028421 -3.790514 -1.571389 -0.13 -0.08 -0.03 0.086
C 5.093465 -3.606128 0.867250 -0.51 -0.63 -0.26 -0.255
H 1.948822 -2.241477 4.452524 0.24 -0.12 0.14 0.105
C -5.154276 2.713117 1.700937 1.45 0.06 0.20 -0.202
H -1.246572 9.180079 -4.279990 -0.06 0.25 -0.14 0.071
C -1.228601 -2.417445 -7.202495 -0.17 -0.04 -0.20 -0.115
H -0.853478 9.498727 -1.277407 0.11 0.14 -0.04 0.097
H -5.550915 5.175229 1.131790 -0.16 -0.10 0.18 0.104
H 6.531328 0.943194 -1.947083 -0.08 0.03 0.10 0.095
H -0.440012 -2.336666 4.549562 0.00 0.08 0.02 0.100
H 4.047130 -3.872938 0.669263 -0.11 0.18 0.49 0.098
H -3.195737 1.049915 3.431104 -0.17 -0.08 0.30 0.106
H -3.178057 8.407459 -1.097337 -0.06 0.00 0.04 0.102
H -5.887899 -4.617537 -3.193119 -0.03 -0.04 0.01 0.083
H 0.285013 -3.834580 2.524710 0.05 0.05 -0.25 0.103
O -1.762724 -1.832936 -4.446653 0.79 -1.01 -0.43 -0.266
O 0.256055 -1.047516 -3.545818 2.42 -1.11 -2.22 -0.229
H -2.252131 -2.715211 -6.980927 0.03 -0.01 0.14 0.086
O -0.957592 -1.147838 -6.594450 2.96 -1.33 -0.15 -0.266
C -4.042665 0.704985 2.836885 -0.27 -0.75 -1.16 -0.205
H 7.643075 -2.525080 -0.964339 0.14 0.24 0.11 0.006
H -6.546613 -4.369864 -1.551618 0.04 -0.04 0.04 0.084
C 1.506662 -0.324143 -3.454765 0.10 0.13 0.28 -0.090
C -2.378604 -1.110482 2.147836 -0.56 -0.65 0.34 -0.188
C -3.632122 7.073262 0.557627 -0.47 -0.41 -0.54 -0.222
C 6.092268 -3.035043 3.286449 0.40 0.46 -0.57 -0.181
H -4.423954 0.947792 0.694486 0.05 -0.15 0.08 0.103
P 6.816034 -1.991543 0.104895 0.75 -0.98 -1.27 0.513
H 8.417918 -1.851846 5.532746 -0.12 0.12 0.14 0.050
```
Forces are in eV/Å.

Properties
Kohn-Sham gap ... 4.59 eV
Molar mass ... 820.8 Da
HOMO energy ... -4.43 eV
Charge ... -1

***

No. 2
Computed, not measured: one molecule with the formula C7H15NO2Si in a non-equilibrium geometry, with ωB97M-V with the def2-TZVPD basis set.

```
26
Properties=species:S:1:pos:R:3:forces:R:3:lowdin_charge:R:1
C 1.488601 0.293699 -1.318961 -1.26 -1.71 1.52 -0.373
O -2.128636 0.249597 0.791247 -0.25 -0.30 0.52 -0.212
H -3.498492 -0.983296 1.761388 0.82 0.54 0.40 0.104
C 1.264116 -1.748601 -0.026009 1.22 0.52 2.00 -0.286
N 2.178157 1.070011 -1.721339 3.56 3.68 -2.15 0.170
C 1.592872 -2.943424 -0.892053 -2.44 -1.27 -1.27 -0.128
Si -0.689974 0.885240 0.380704 1.68 -2.07 0.18 0.486
H 2.148712 -2.701626 -1.798626 0.10 0.33 0.11 0.071
O -1.199568 1.787863 -0.795437 -1.39 0.87 -0.54 -0.198
H -1.876081 -0.618633 2.616642 -0.23 0.07 1.11 0.072
C -2.400647 -0.804530 1.706393 -0.54 0.37 -1.16 -0.109
H 0.073275 -0.914757 -1.581321 -1.69 -0.68 -0.70 0.098
H 0.509697 1.073184 2.700068 -0.75 0.27 -0.44 0.056
H 2.135811 -3.759780 -0.399325 -0.21 0.38 0.18 0.070
C 0.196285 1.725203 1.856369 -2.28 -2.40 0.21 -0.099
H 1.008023 2.285624 1.688069 3.72 1.51 -1.61 -0.024
H -1.470023 2.984926 -2.570005 1.06 -0.94 1.78 0.120
H 0.583736 -3.384415 -1.282830 1.70 0.48 0.62 0.105
C 0.581650 -0.565708 -0.724941 -1.76 0.02 2.30 -0.260
C -0.731748 2.716823 -1.696505 1.06 -0.31 -2.99 -0.136
H 0.652978 -2.032853 0.892127 0.89 0.09 -1.12 0.112
H -0.402033 2.561970 2.158133 -1.31 -0.02 0.74 0.033
H -0.509463 3.646175 -1.214485 0.34 0.62 0.32 0.070
H 0.209874 2.233545 -2.131907 -1.23 1.46 0.08 0.073
H -1.992941 -1.685204 1.281278 0.42 -1.24 -0.30 0.059
H 2.275817 -1.371031 0.321326 -1.21 -0.27 0.19 0.124
```
Forces are in eV/Å.

Properties
Kohn-Sham gap ... 10.14 eV
Molar mass ... 173.3 Da
Energy above the lowest of the compared OMol25 structures with the same formula, charge and spin ... 5.6 kJ/mol
HOMO energy ... -9.46 eV
Structure (SMILES) ... CC[C@H](C#N)[Si](C)(OC)OC
Charge ... 0